DFT (ωB97M-V/def2-TZVPD) results for 2 unconnected molecules or ions with the total composition C6H12O4 at a distorted geometry.

Each line ends with the natural charge from an NBO analysis.
Element x y z (Å)
1 O -1.77 -0.28 -2.45  -0.7333
2 C -1.78 0.06 -1.08  -0.0805
3 C -0.73 -0.79 -0.39  0.2326
4 O -1.02 -2.16 -0.54  -0.7191
5 C 0.76 -0.46 -0.69  -0.4278
6 C 1.04 -0.53 0.81  -0.3140
7 C 2.08 0.08 1.67  0.4519
8 O 2.71 1.07 1.27  -0.5792
9 C -0.48 -0.49 1.11  -0.3942
10 H -2.52 0.11 -2.89  0.4791
11 H -1.54 1.13 -0.93  0.1780
12 H -2.76 -0.15 -0.63  0.1692
13 H -1.12 -2.33 -1.48  0.4834
14 H 1.29 -1.19 -1.32  0.2230
15 H 0.91 0.54 -1.10  0.2515
16 H 2.00 -0.11 2.76  0.1432
17 H 1.49 -1.57 1.11  0.2244
18 H -0.82 0.51 1.40  0.2114
19 H -0.87 -1.23 1.81  0.2312
20 O 0.96 2.69 0.14  -0.9881
21 H 1.82 2.25 0.55  0.5010
22 H 0.35 2.83 0.87  0.4562

The total energy comes out at -14604.5464 eV. As for the energy above the lowest of the compared OMol25 structures with the same formula, charge and spin: 2.666 eV. As for the SMILES: O=C[C@H]1C[C@@](O)(CO)C1.O.